Entry 1:
Here is the molecule C16H16Cl2N2O from OMol25. Energies are from the ωB97M-V functional and the def2-TZVPD basis.

As for the spin multiplicity: 1. Its total energy is -1724.47489 a.u. As for the LUMO energy: 0.227 eV. As for the highest occupied orbital energy: -9.1 eV. Its frontier orbital gap is 9.3 eV. As for the max |F|: 0.47 eV/Å.

Element x y z (Å)
C: -3.9824 -1.2694 -1.5384
C: -3.1603 -0.0684 -1.0731
C: -4.0210 0.9130 -0.2709
C: -3.2091 2.0538 0.3599
C: -2.2657 2.7012 -0.6168
C: -0.8943 2.6653 -0.4070
C: -0.0238 3.2319 -1.3205
C: -0.5159 3.8463 -2.4577
C: -1.8828 3.9000 -2.6706
C: -2.7504 3.3330 -1.7557
N: -2.0270 -0.5056 -0.2834
C: -0.7663 -0.4973 -0.7611
O: -0.4758 -0.1830 -1.8968
C: 0.2833 -0.9132 0.2268
C: 0.1847 -0.7201 1.6004
N: 1.1383 -1.0681 2.4457
C: 2.2386 -1.6196 1.9856
Cl: 3.4172 -2.0619 3.1442
C: 2.4632 -1.8367 0.6200
Cl: 3.9289 -2.5345 0.0631
C: 1.4647 -1.4677 -0.2637
H: -4.8126 -0.9385 -2.1557
H: -3.3608 -1.9414 -2.1243
H: -4.3800 -1.8152 -0.6844
H: -2.7311 0.4404 -1.9422
H: -4.7721 1.3251 -0.9452
H: -4.5470 0.3727 0.5208
H: -3.9086 2.8011 0.7445
H: -2.6366 1.6720 1.2076
H: -0.4994 2.1881 0.4801
H: 1.0408 3.1867 -1.1452
H: 0.1624 4.2823 -3.1759
H: -2.2742 4.3830 -3.5543
H: -3.8165 3.3804 -1.9276
H: -2.2197 -0.8777 0.6324
H: -0.6729 -0.2503 2.0626
H: 1.5842 -1.5956 -1.3290

Forces on the atoms, in the same order (eV/Å):
0.24 0.24 -0.05
-0.34 -0.02 -0.17
0.36 0.04 -0.03
-0.17 -0.04 -0.09
0.03 0.06 0.17
-0.07 0.06 -0.01
0.09 0.04 -0.03
0.11 0.04 -0.04
-0.06 0.03 -0.09
0.01 -0.02 0.02
-0.28 0.06 0.20
0.11 -0.18 0.24
0.14 -0.05 -0.24
0.37 -0.02 0.06
-0.11 -0.04 -0.39
0.29 -0.10 0.36
-0.26 0.11 -0.35
0.27 -0.10 0.24
-0.27 0.11 0.14
0.06 -0.04 -0.15
-0.08 0.06 0.21
-0.15 0.00 -0.07
0.03 -0.09 -0.06
-0.07 -0.07 0.09
-0.08 -0.07 0.15
-0.10 -0.04 0.00
-0.12 -0.03 -0.01
0.04 -0.03 0.09
-0.03 0.06 0.02
0.01 -0.06 0.09
0.10 -0.01 0.00
0.06 0.04 -0.06
-0.03 0.04 -0.07
-0.13 0.01 -0.03
0.15 -0.04 -0.02
-0.16 0.07 -0.09
0.04 -0.01 -0.08



Entry 2:
Here is a structure of composition C13H10N4OSSc from OMol25. Energies are from the ωB97M-V functional and the def2-TZVPD basis.

As for the energy above the lowest of the compared OMol25 structures with the same formula, charge and spin: 0.145 eV. As for the charge: +1. As for the spin multiplicity: 1. Its total energy is -1954.49008 a.u. As for the LUMO energy: -4.133 eV. As for the highest occupied orbital energy: -12.2 eV. Its frontier orbital gap is 8.1 eV. As for the max |F|: 0.62 eV/Å.

Element x y z (Å)
Sc: -0.0871 -0.3381 0.2073
O: -0.9660 3.0226 2.0762
C: -1.0087 2.1267 1.2589
N: 0.0161 1.6784 0.4761
C: 1.3138 2.2926 0.7527
C: 2.3030 1.2497 1.2093
C: 3.5513 1.5927 1.7061
C: 4.4125 0.5947 2.1229
C: 4.0076 -0.7332 2.0359
C: 2.7573 -1.0072 1.5346
N: 1.9118 -0.0391 1.1292
C: -2.2962 1.3354 1.0940
C: -3.4807 1.8446 1.5877
C: -4.6364 1.0906 1.4566
C: -4.5630 -0.1534 0.8433
C: -3.3398 -0.6068 0.3944
N: -2.2186 0.1188 0.5120
H: 1.1951 3.0427 1.5362
H: 1.6889 2.7993 -0.1391
H: 3.8354 2.6341 1.7704
H: 5.3893 0.8418 2.5163
H: 4.6475 -1.5448 2.3492
H: 2.4043 -2.0264 1.4449
H: -3.4646 2.8160 2.0603
H: -5.5809 1.4609 1.8312
H: -5.4418 -0.7690 0.7198
H: -3.2442 -1.5758 -0.0783
S: -0.2076 -4.9993 -0.7102
C: -0.1475 -3.4591 -0.4655
N: -0.1012 -2.2711 -0.2731

Forces on the atoms, in the same order (eV/Å):
0.08 -0.57 -0.23
-0.08 0.06 -0.07
-0.14 0.16 -0.03
0.17 0.24 0.29
-0.24 -0.01 0.05
-0.08 0.00 0.02
0.07 -0.04 -0.02
-0.07 -0.03 -0.02
-0.03 -0.02 -0.01
0.05 -0.10 0.01
0.02 0.15 -0.03
-0.12 0.11 0.07
0.02 0.04 -0.04
0.08 -0.08 -0.05
-0.03 0.09 0.03
0.00 -0.22 -0.12
0.09 0.44 0.32
0.07 0.08 -0.02
0.07 0.00 0.00
-0.03 0.01 -0.02
0.00 0.02 0.00
0.01 0.02 0.01
-0.04 0.00 -0.03
-0.01 -0.01 0.02
0.00 0.02 -0.01
0.02 -0.02 -0.01
0.06 -0.01 0.03
0.00 -0.05 -0.01
0.02 0.06 -0.04
0.01 -0.35 -0.10



Entry 3:
Here is the ion C20H25F2Si with charge +1 from OMol25. Energies are from the ωB97M-V functional and the def2-TZVPD basis.

As for the energy above the lowest of the compared OMol25 structures with the same formula, charge and spin: 1.067 eV. As for the charge: +1. As for the spin multiplicity: 1. Its total energy is -1266.01717 a.u. As for the LUMO energy: -5.493 eV. As for the highest occupied orbital energy: -12.2 eV. Its frontier orbital gap is 6.7 eV. As for the max |F|: 3.27 eV/Å.

Element x y z (Å)
C: -0.2446 -2.7701 0.6461
C: 0.2390 -1.4517 0.1573
C: -0.5560 -0.2696 0.4535
C: 1.6389 -1.3777 -0.4431
Si: 3.1796 -1.5308 0.6554
C: 4.7504 -1.6202 -0.4718
C: 3.2876 0.0198 1.7886
C: 3.1137 -3.1295 1.7160
H: 0.3193 -3.5946 0.1780
H: -0.1856 -2.8886 1.7483
H: -1.3002 -2.8891 0.3555
H: 0.0298 0.6615 0.3064
H: -0.9856 -0.3730 1.5039
H: 1.7089 -2.1707 -1.2174
H: 1.7659 -0.4237 -0.9946
H: 5.6526 -1.6743 0.1582
H: 4.7452 -2.5111 -1.1210
H: 4.8577 -0.7428 -1.1300
H: 4.1704 -0.1092 2.4357
H: 3.4136 0.9575 1.2245
H: 2.4079 0.1448 2.4380
H: 4.0303 -3.1236 2.3270
H: 2.2495 -3.1890 2.3925
H: 3.1161 -4.0449 1.1047
F: -1.2219 5.2336 1.2564
C: -1.9337 4.0543 1.4224
C: -2.6354 3.8943 2.6066
C: -3.3970 2.7222 2.7199
C: -3.3183 1.7119 1.7598
C: -2.4375 1.8329 0.6644
C: -1.9823 0.5629 -0.1127
C: -1.9830 0.5706 -1.6397
C: -2.5554 -0.5086 -2.3257
C: -2.1881 -0.7527 -3.6525
C: -1.2977 0.0916 -4.3181
C: -0.8707 1.2220 -3.6484
F: -0.0364 2.1042 -4.3154
C: -1.2380 1.5213 -2.3363
C: -1.8984 3.0992 0.4082
H: -2.6907 4.6916 3.3416
H: -4.0191 2.5713 3.6081
H: -3.9037 0.7959 1.8919
H: -2.7183 -0.2093 0.1831
H: -3.2431 -1.1852 -1.8106
H: -2.5726 -1.6488 -4.1477
H: -1.0446 -0.0623 -5.3706
H: -0.8498 2.4281 -1.8966
H: -1.3688 3.3596 -0.5002

Forces on the atoms, in the same order (eV/Å):
-0.03 -0.56 -0.64
1.27 0.26 -0.21
-0.31 2.77 1.27
-3.03 0.50 -1.13
1.77 -0.15 1.27
-0.79 0.06 0.05
-0.16 -0.48 -0.41
-0.09 0.50 -0.41
-0.13 0.35 0.36
0.03 0.33 -0.54
0.14 0.10 0.25
0.44 -0.77 0.63
0.93 0.01 -1.02
0.09 -0.02 0.59
-0.10 -0.23 0.42
-0.37 0.02 -0.08
-0.05 0.24 0.27
-0.09 -0.22 0.28
-0.28 0.07 -0.18
0.02 -0.35 0.09
0.23 -0.12 -0.14
-0.30 -0.08 -0.13
0.26 0.12 -0.10
0.08 0.30 0.11
-0.90 -1.41 -0.06
0.31 1.16 -0.15
-0.56 -0.48 -0.53
0.02 0.13 0.12
0.62 -0.39 0.08
0.85 -0.47 0.03
-2.62 -1.63 -0.78
0.41 0.16 0.61
0.51 -0.12 -0.13
-0.17 -0.16 0.24
-0.44 0.03 -0.23
0.43 1.04 -0.47
-0.99 -0.95 0.82
0.67 -0.57 -0.77
0.76 0.22 0.67
0.19 -0.20 -0.09
0.16 0.10 -0.44
0.37 0.24 0.04
0.11 0.44 -0.28
0.34 0.15 -0.13
0.06 0.44 0.05
0.10 0.01 0.49
0.14 -0.27 -0.06
0.09 -0.11 0.39



Entry 4:
Here is a structure of composition C7H14HgN3O from OMol25. Energies are from the ωB97M-V functional and the def2-TZVPD basis.

As for the charge: -1. As for the spin multiplicity: 1. Its total energy is -667.83915 a.u. As for the LUMO energy (alpha / beta): 3.290 / 3.321 eV. As for the highest occupied orbital energy (alpha / beta): -0.1 / -0.2 eV. Its frontier orbital gap (alpha / beta) is 3.4 / 3.5 eV. As for the max |F|: 4.64 eV/Å.

Element x y z (Å)
C: -0.5821 0.8669 -4.4388
Hg: 0.2607 -0.3688 -1.8174
N: 1.3385 -2.0201 -2.9260
H: -0.5023 0.7703 -1.0679
H: 0.1392 0.9845 -3.6173
H: -1.1039 1.8055 -4.6727
H: -1.3370 0.1015 -4.1809
H: 0.0907 0.7525 -5.3919
H: 1.0918 -2.9588 -2.5822
H: 2.3658 -1.9613 -2.8917
H: 1.1064 -2.0291 -3.9288
N: 0.8896 1.2126 4.7536
C: 1.1225 1.1717 3.4165
O: 2.1396 1.6982 2.9879
C: 0.1892 0.5029 2.4541
C: -1.0173 -0.1024 2.8580
C: -1.8390 -0.7308 1.9232
C: -1.4634 -0.7550 0.5836
N: -0.3058 -0.1550 0.1803
C: 0.5224 0.4532 1.0842
H: 1.5633 1.6805 5.3782
H: 0.0640 0.7849 5.1897
H: -1.3409 -0.1139 3.8863
H: -2.7569 -1.2098 2.2385
H: -2.0841 -1.2627 -0.1429
H: 1.4482 0.8837 0.7254

Forces on the atoms, in the same order (eV/Å):
1.13 0.99 -2.16
2.16 -1.43 -3.85
0.69 -1.38 -0.84
-1.44 2.91 0.09
-0.74 0.31 -0.66
-0.04 0.02 0.46
0.77 0.11 -0.55
-1.47 -0.69 1.50
0.05 -0.01 0.06
0.02 0.05 0.14
-0.07 0.09 0.07
-1.00 -0.35 1.63
0.67 0.14 -1.33
0.53 0.32 0.03
0.35 0.17 -1.27
-0.70 -0.29 0.88
0.42 0.25 -1.40
-1.01 -0.17 2.59
0.27 -0.69 3.67
-0.97 -0.20 2.69
-0.63 -0.49 -1.00
0.78 0.37 -0.59
0.09 0.06 0.26
-0.06 -0.04 -0.02
0.21 -0.04 -0.28
0.01 -0.02 -0.11



Entry 5:
Here is a cluster of 9 separate species, C14H47B3IN16O14P in total from OMol25. Energies are from the ωB97M-V functional and the def2-TZVPD basis.

As for the spin multiplicity: 1. Its total energy is -3205.26135 a.u. As for the LUMO energy: 0.151 eV. As for the highest occupied orbital energy: -9.0 eV. Its frontier orbital gap is 9.1 eV. As for the max |F|: 6.25 eV/Å.

Element x y z (Å)
C: 4.2900 -2.2075 2.6108
C: 3.7955 -1.5891 4.0838
B: 2.8743 -0.2454 3.6841
O: 1.5182 -0.0148 4.2518
B: 1.1079 1.3447 3.8102
C: -0.4449 1.7379 3.3530
C: -1.4509 0.4484 3.2342
C: -1.8090 0.1165 1.6496
I: -4.0048 -0.1368 1.3392
O: 2.0963 2.4763 3.7999
B: 3.3309 2.0900 3.0859
C: 4.5340 3.1322 2.6480
P: 5.9081 2.3644 1.5672
O: 6.6479 3.5310 0.7348
O: 7.1820 1.6496 2.5745
O: 5.3354 1.2292 0.3580
O: 3.4777 0.6729 2.6981
H: 3.4070 -1.9366 1.8643
H: 4.5290 -3.3529 2.6624
H: 5.2042 -1.5426 2.2740
H: 4.7938 -1.2572 4.6213
H: 3.1837 -2.3817 4.7086
H: -0.3501 2.2473 2.2923
H: -0.8462 2.5906 4.0843
H: -2.4978 0.6816 3.7572
H: -1.0360 -0.5070 3.8101
H: -1.4321 0.9589 0.9058
H: -1.2058 -0.8625 1.3350
H: 5.0097 3.6459 3.6020
H: 4.0443 4.0128 2.0254
H: 6.8471 0.8117 3.0161
H: 6.1007 0.7168 -0.0559
N: 3.8208 -1.2738 -1.7724
C: 5.0931 -1.6496 -1.5494
N: 5.5276 -2.6478 -2.3396
O: 5.7962 -1.1274 -0.6987
H: 3.2263 -1.6918 -2.4681
H: 3.4543 -0.5253 -1.1989
H: 6.4800 -2.9610 -2.2043
H: 4.9636 -3.0903 -3.0454
N: -6.3858 -3.3287 0.6611
C: -7.6477 -2.9339 0.9085
N: -8.5076 -3.9371 1.1613
O: -7.9852 -1.7605 0.9040
H: -6.0887 -4.2899 0.6603
H: -5.7066 -2.6047 0.4659
H: -9.4680 -3.6832 1.3527
H: -8.2485 -4.9091 1.1695
N: -6.8444 0.6865 -0.7659
C: -7.3155 1.9465 -0.7788
N: -8.4969 2.1078 -0.1560
O: -6.7193 2.8687 -1.3127
H: -7.3207 -0.0859 -0.3316
H: -5.9575 0.5216 -1.2239
H: -8.8869 3.0411 -0.1428
H: -9.0028 1.3607 0.2891
N: 10.3319 2.3949 -1.1508
C: 10.1247 3.5498 -1.8087
N: 9.0942 4.2799 -1.3450
O: 10.8155 3.9064 -2.7501
H: 9.7737 2.0842 -0.3735
H: 11.0979 1.8151 -1.4680
H: 8.9040 5.1567 -1.8123
H: 8.5140 4.0029 -0.5712
N: 3.3556 -6.6581 5.2020
C: 2.8845 -5.3981 5.1890
N: 1.7031 -5.2369 5.8118
O: 3.4807 -4.4759 4.6552
H: 2.8793 -7.4306 5.6363
H: 4.2425 -6.8230 4.7440
H: 1.3131 -4.3035 5.8250
H: 1.1972 -5.9839 6.2570
N: -6.6714 -1.1546 -5.2013
C: -7.0465 -2.0244 -4.2461
N: -7.2008 -1.4813 -3.0251
O: -7.2317 -3.2105 -4.4692
H: -6.5141 -0.1746 -5.0370
H: -6.5441 -1.5226 -6.1351
H: -7.4825 -2.1016 -2.2773
H: -7.0529 -0.5071 -2.8219
N: 1.6804 2.3566 -3.0198
C: 2.0290 2.2815 -1.7227
N: 3.2299 2.8151 -1.4351
O: 1.3137 1.7704 -0.8754
H: 2.2558 2.7735 -3.7321
H: 0.7836 1.9665 -3.2791
H: 3.5305 2.7793 -0.4698
H: 3.8330 3.2402 -2.1190
N: -7.9064 2.5222 -8.1148
C: -7.4781 2.1097 -6.9082
N: -7.3026 3.0960 -6.0104
O: -7.2657 0.9356 -6.6490
H: -8.0868 3.4844 -8.3472
H: -8.0512 1.8113 -8.8200
H: -6.9809 2.8284 -5.0893
H: -7.4722 4.0683 -6.2051

Forces on the atoms, in the same order (eV/Å):
-0.58 1.19 0.25
-0.11 0.25 -0.70
0.22 -0.86 0.43
2.39 3.23 -2.83
-0.02 0.28 0.56
0.27 0.02 -0.03
-1.35 0.22 0.29
2.34 -0.33 0.09
1.42 0.09 0.12
1.31 -3.30 -1.84
-1.41 -1.29 0.19
-0.90 0.38 0.23
4.15 2.49 -3.95
-2.59 -3.98 3.26
-3.69 -0.31 -1.20
1.59 1.80 3.20
-1.42 1.75 3.09
1.99 -1.07 1.20
-0.52 2.41 -0.14
-1.78 -1.65 0.45
-2.16 -0.69 -0.67
1.59 1.78 -1.33
-0.17 -0.89 2.08
0.76 -1.91 -1.55
2.41 -0.33 -1.06
-0.72 2.07 -1.53
-1.09 -1.67 1.72
-1.76 2.00 0.54
-0.67 -1.17 -2.07
1.23 -1.78 1.07
0.46 1.28 -0.73
-1.28 0.51 0.69
-1.01 0.68 0.18
-0.10 0.20 0.11
0.93 -0.98 -0.51
0.55 -0.01 0.10
0.13 0.08 0.15
0.02 -0.17 -0.15
-0.38 0.10 -0.09
0.10 0.10 0.16
1.13 0.15 -0.30
0.15 -0.08 -0.01
-1.22 -0.53 0.34
-0.17 0.66 -0.18
-0.07 0.19 -0.03
-0.09 -0.29 0.10
0.36 -0.15 -0.08
-0.03 0.21 -0.03
0.77 -1.00 -0.45
0.36 0.38 -0.21
-1.24 0.65 0.53
0.09 0.25 -0.24
-0.04 -0.16 0.24
-0.23 0.12 0.32
0.16 -0.39 0.01
0.14 0.04 -0.06
0.63 -1.48 0.46
0.09 0.56 -0.49
-0.77 0.96 0.07
0.22 -0.02 -0.23
0.04 0.12 -0.12
-0.33 0.25 0.14
0.10 -0.39 0.21
-0.20 -0.02 0.06
0.87 -1.17 -0.23
0.33 0.41 -0.28
-1.22 0.63 0.53
0.01 -0.24 0.02
0.10 0.16 -0.08
-0.36 0.04 0.20
0.11 -0.38 0.02
0.11 0.15 -0.09
0.56 -0.12 -0.46
0.19 -0.34 -0.74
-0.22 0.15 1.56
-0.12 -0.48 0.07
-0.25 -0.22 -0.30
-0.15 0.33 0.37
0.07 0.29 -0.25
-0.17 -0.17 -0.04
-0.83 -0.23 -1.31
0.04 0.03 0.41
0.80 0.42 0.68
-0.24 -0.27 0.29
-0.10 -0.07 0.16
0.35 0.19 0.07
0.06 -0.07 -0.49
-0.04 -0.10 0.17
-0.43 -0.07 -1.41
0.08 -0.28 0.11
0.32 0.57 1.15
0.07 0.14 -0.15
0.03 -0.20 0.07
0.04 0.31 0.26
-0.14 0.22 -0.27
0.03 -0.20 0.06



Entry 6:
Here is the molecule C6H7N5O4 from OMol25. Energies are from the ωB97M-V functional and the def2-TZVPD basis.

As for the energy above the lowest of the compared OMol25 structures with the same formula, charge and spin: 0.000 eV. As for the spin multiplicity: 1. Its total energy is -807.47240 a.u. As for the LUMO energy: -0.524 eV. As for the highest occupied orbital energy: -8.9 eV. Its frontier orbital gap is 8.4 eV. As for the max |F|: 7.73 eV/Å.

Element x y z (Å)
C: -0.1861 1.4704 -3.1915
N: -0.2159 0.3900 -2.1823
N: -1.1784 -0.5370 -2.2777
O: -2.2649 -0.2299 -2.8019
C: 0.9322 0.0068 -1.5126
O: 2.0601 0.0948 -2.0692
N: 1.1011 -0.7919 -0.3778
C: 0.2758 -0.5605 0.7418
C: -1.0926 -0.2073 0.8148
N: -1.7521 -0.0071 1.9788
C: -1.0382 -0.2197 2.9942
O: -1.6223 0.0643 4.0948
N: 0.2167 -0.7598 2.9820
C: 0.9227 -0.8508 1.8877
O: 2.3679 -1.1130 1.8652
H: -0.6873 1.3013 -4.1036
H: -0.6896 2.3293 -2.7804
H: 0.8304 1.8410 -3.3954
H: 2.0886 -0.9063 -0.1071
H: -1.6869 -0.1002 -0.1136
H: -0.9606 -0.0151 4.7997
H: 2.5794 -1.1992 2.7541

Forces on the atoms, in the same order (eV/Å):
1.17 1.75 1.47
-1.36 0.72 -1.41
-2.91 -0.71 0.48
3.41 0.05 0.62
6.99 -2.87 -1.60
-2.55 1.65 -0.13
-3.21 1.69 -0.49
-0.83 -0.50 -1.83
0.23 -0.31 -0.78
-0.58 0.39 -4.57
3.32 -1.99 -0.57
-0.18 0.37 3.70
0.74 0.63 2.19
1.02 0.39 2.29
-4.49 0.54 -2.20
-0.54 -1.20 -0.83
-0.37 0.34 0.34
-0.22 -0.81 0.26
-0.73 0.23 -0.78
0.50 0.02 0.90
-0.29 -0.06 0.13
0.88 -0.33 2.83